[1]
Entry from the OMol25 dataset: a 3-piece molecular cluster, C22H39F6O13PS2 overall (ωB97M-V/def2-TZVPD).

## Properties
SMILES string: C#C[C@@]1([PH2]=O)CCOS(=O)(=O)[C@]1(C[C@H](O)C(F)(F)F)S(=O)(=O)C(F)(F)F.COCCOCCOC.COCCOCCOC
LUMO energy in eV: -0.148
HOMO-LUMO gap in Eh: 0.333

Geometry as ORCA input:
```
! wB97M-V def2-TZVPD RIJCOSX def2/J DEFGRID3
* xyz 0 1
C 1.803 1.760 1.057
C 1.334 1.043 0.242
C 0.736 0.201 -0.769
P 1.340 0.968 -2.384
O 2.803 1.142 -2.345
C 1.520 -1.151 -0.707
C 0.813 -2.389 -1.195
O -0.462 -2.620 -0.567
S -1.506 -1.547 -1.096
O -1.604 -1.647 -2.518
O -2.754 -1.725 -0.452
C -0.823 0.103 -0.603
C -1.281 0.324 0.867
C -0.732 -0.645 1.909
O -1.629 -1.709 2.119
C -0.539 0.091 3.275
F 0.738 0.483 3.435
F -0.792 -0.753 4.296
F -1.365 1.134 3.431
S -1.818 1.302 -1.585
O -3.179 1.128 -1.190
O -1.617 1.185 -2.997
C -1.399 3.083 -1.115
F -1.002 3.724 -2.214
F -2.540 3.635 -0.694
F -0.488 3.183 -0.148
H 2.190 2.369 1.834
H 0.723 2.222 -2.501
H 0.925 0.080 -3.392
H 2.426 -1.063 -1.303
H 1.872 -1.273 0.310
H 0.744 -2.390 -2.279
H 1.437 -3.236 -0.940
H -1.050 1.343 1.150
H -2.361 0.250 0.925
H 0.244 -1.064 1.684
H -1.107 -2.500 2.267
C -3.008 -4.304 -3.237
O -2.467 -5.192 -4.195
C -1.533 -4.538 -5.034
C -0.640 -5.544 -5.722
O 0.423 -6.016 -4.902
C 0.078 -6.959 -3.897
C -0.181 -8.350 -4.431
O -1.492 -8.448 -4.956
C -1.648 -9.577 -5.784
H -3.511 -3.460 -3.719
H -3.731 -4.855 -2.638
H -2.221 -3.930 -2.585
H -0.915 -3.848 -4.445
H -2.087 -3.964 -5.790
H -0.149 -5.038 -6.557
H -1.220 -6.372 -6.134
H -0.762 -6.606 -3.294
H 0.954 -7.013 -3.247
H -0.081 -9.076 -3.610
H 0.557 -8.584 -5.208
H -0.984 -9.516 -6.655
H -2.678 -9.594 -6.131
H -1.443 -10.502 -5.233
C -1.448 6.491 5.750
O -0.059 6.251 5.721
C 0.242 4.897 5.434
C 1.675 4.758 4.971
O 1.869 5.090 3.602
C 1.856 6.475 3.278
C 3.112 7.209 3.688
O 3.069 7.542 5.064
C 4.341 7.879 5.567
H -1.941 5.871 6.507
H -1.600 7.539 5.997
H -1.898 6.293 4.769
H -0.429 4.517 4.654
H 0.099 4.308 6.350
H 1.946 3.702 5.048
H 2.355 5.319 5.614
H 0.965 6.965 3.674
H 1.793 6.509 2.188
H 3.193 8.139 3.108
H 3.986 6.579 3.478
H 5.029 7.029 5.491
H 4.224 8.140 6.617
H 4.762 8.739 5.033
*
```

Atomic partial charges in e from the Löwdin method, atoms 1 to 5: number 1, C, carries 0.192; number 2, C, carries -0.175; number 3, C, carries -0.463; number 4, P, carries 0.785; number 5, O, carries -0.394

[2]
Entry from the OMol25 dataset: C22H39FeN10S2 as an isolated structure (ωB97M-V/def2-TZVPD).

## Properties
LUMO energy (spin up / spin down) in eV: -1.763 / -1.763
HOMO-LUMO gap (spin up / spin down) in Eh: 0.304 / 0.305

Geometry as ORCA input:
```
! wB97M-V def2-TZVPD RIJCOSX def2/J DEFGRID3
* xyz 1 1
Fe -0.510 0.557 0.336
C 1.007 2.324 2.740
C 1.848 1.096 2.432
N 1.216 0.092 1.537
C 0.772 -1.097 2.294
C -0.501 -0.748 3.023
N -1.480 -0.227 2.051
C -2.606 0.394 2.762
C -3.796 0.722 1.850
C -3.595 0.467 0.363
N -2.464 1.191 -0.265
C -2.606 2.653 -0.084
C -1.672 3.144 1.005
N -0.347 2.591 0.685
C 0.747 3.149 1.497
H 1.546 2.927 3.473
H 0.057 2.046 3.205
H 2.136 0.603 3.365
H 2.774 1.431 1.958
H 1.942 -0.219 0.905
H 1.539 -1.424 3.004
H 0.588 -1.906 1.586
H -0.320 0.025 3.774
H -0.899 -1.618 3.552
H -1.823 -1.036 1.528
H -2.226 1.292 3.252
H -2.933 -0.269 3.569
H -4.111 1.753 2.019
H -4.650 0.107 2.142
H -4.518 0.757 -0.152
H -3.448 -0.595 0.168
H -2.604 1.016 -1.264
H -3.641 2.931 0.128
H -2.330 3.138 -1.020
H -1.982 2.811 1.993
H -1.649 4.239 1.016
H -0.180 2.909 -0.269
H 0.532 4.193 1.745
H 1.645 3.145 0.874
N -3.115 0.581 -3.443
N -1.680 0.562 -3.552
H -3.525 -0.289 -3.771
H -3.470 1.329 -4.025
H -1.391 0.187 -4.452
H -1.361 -0.108 -2.842
N -0.225 2.752 -2.450
C 0.934 2.055 -2.199
N 0.957 1.012 -1.424
C 2.228 0.412 -1.493
C 2.601 -0.814 -0.947
C 3.902 -1.257 -1.095
C 4.850 -0.502 -1.787
C 4.493 0.700 -2.366
C 3.180 1.132 -2.224
S 2.434 2.527 -2.940
H -0.936 2.081 -2.780
H -0.110 3.520 -3.096
H 1.872 -1.424 -0.440
H 4.183 -2.215 -0.677
H 5.863 -0.866 -1.890
H 5.209 1.280 -2.932
C 1.760 -5.250 0.853
C 1.087 -4.587 -0.311
C 1.207 -5.075 -1.605
C 0.563 -4.363 -2.599
N -0.140 -3.260 -2.361
C -0.205 -2.861 -1.088
S -1.202 -1.447 -0.776
N 0.377 -3.487 -0.057
H 1.837 -6.326 0.707
H 1.210 -5.046 1.769
H 2.774 -4.859 0.973
H 1.770 -5.972 -1.824
H 0.610 -4.686 -3.634
*
```

Atomic partial charges in e from the Löwdin method, atoms 1 to 5: number 1, Fe, carries 0.323; number 2, C, carries -0.159; number 3, C, carries -0.168; number 4, N, carries -0.082; number 5, C, carries -0.186

[3]
Entry from the OMol25 dataset: C22H39IrN2O4S as an isolated structure (ωB97M-V/def2-TZVPD).

## Properties
Energy relative to the best compared isomer or geometry (same formula, charge and spin) in kcal/mol: 26.9
LUMO energy (spin up / spin down) in eV: -10.191 / -10.355
HOMO-LUMO gap (spin up / spin down) in Eh: 0.282 / 0.284

Geometry as ORCA input:
```
! wB97M-V def2-TZVPD RIJCOSX def2/J DEFGRID3
* xyz 3 2
Ir 0.628 0.649 -0.361
C 0.025 -4.097 -0.563
N -1.154 -3.214 -0.505
C -2.450 -3.917 -0.562
C -1.044 -1.914 -0.502
O 0.097 -1.352 -0.570
C -2.300 -1.046 -0.487
O -1.929 0.319 -0.351
C -2.374 0.934 0.856
C -1.340 0.677 1.935
O -0.178 0.329 1.542
N -1.653 0.791 3.195
C -3.015 1.198 3.616
C -0.672 0.580 4.271
H 0.033 -4.721 0.329
H -0.062 -4.732 -1.444
H 0.932 -3.508 -0.613
H -2.398 -4.777 0.102
H -3.265 -3.282 -0.234
H -2.638 -4.258 -1.579
H -2.868 -1.182 -1.408
H -2.934 -1.352 0.345
H -2.462 2.006 0.673
H -3.358 0.569 1.141
H -3.750 0.448 3.330
H -3.011 1.275 4.698
H -3.273 2.170 3.201
H 0.211 0.096 3.874
H -0.417 1.543 4.711
H -1.131 -0.054 5.028
C 0.994 2.744 -1.187
C 2.294 2.202 -1.292
C 2.170 0.888 -1.915
C 0.862 0.776 -2.484
C 0.112 1.914 -2.002
C -1.247 2.381 -2.390
C 0.417 -0.221 -3.496
C 3.278 -0.083 -2.127
C 3.549 2.860 -0.893
C 0.645 4.066 -0.590
H -1.122 3.114 -3.194
H -1.748 2.878 -1.562
H -1.882 1.581 -2.761
H -0.665 -0.345 -3.503
H 0.896 -1.190 -3.368
H 0.703 0.174 -4.475
H 3.779 0.160 -3.069
H 2.910 -1.104 -2.205
H 4.027 -0.033 -1.338
H 4.350 2.160 -0.661
H 3.401 3.544 -0.060
H 3.879 3.459 -1.752
H 0.874 4.851 -1.317
H 1.231 4.260 0.307
H -0.410 4.148 -0.340
O 2.124 1.357 1.107
S 3.432 0.816 1.769
C 3.589 1.702 3.318
C 4.238 0.676 4.242
C 3.475 -0.645 4.054
C 3.042 -0.757 2.576
H 2.574 1.971 3.621
H 4.181 2.600 3.149
H 4.201 1.032 5.270
H 5.293 0.554 3.992
H 2.595 -0.670 4.696
H 4.095 -1.496 4.326
H 1.968 -0.880 2.432
H 3.560 -1.544 2.031
*
```

Atomic partial charges in e from the Löwdin method, atoms 1 to 5: number 1, Ir, carries 1.604; number 2, C, carries 0.033; number 3, N, carries -0.092; number 4, C, carries 0.029; number 5, C, carries -0.345